one | # C2H5N3O3

C2H5N3O3 as an isolated structure (wB97M-V/def2-TZVPD, the OMol25 dataset).

XYZ file:
```
13
Properties=species:S:1:pos:R:3:lowdin_charge:R:1
C -0.265 0.310 -0.003 -0.56
C 1.710 0.520 1.138 -0.03
H -3.217 -0.744 -0.199 0.18
H -2.250 1.290 -0.497 0.20
H -0.655 -1.047 -1.797 0.28
H 2.392 -1.113 -0.104 0.20
H 1.524 1.466 1.509 0.13
N -2.443 0.059 -0.805 -0.14
N -1.154 -0.603 -0.583 -0.10
N 0.998 0.009 0.027 -0.06
O -0.846 1.296 0.575 -0.04
O 1.368 -1.265 -0.596 -0.02
O 2.838 -0.181 1.336 -0.05
```

The calculation puts the HOMO-LUMO gap at 8.50 eV. The charge is 0.

***

two | # C2H5N3O3

One molecule with the formula C2H5N3O3 (wB97M-V/def2-TZVPD, the OMol25 dataset).

XYZ file:
```
13
Properties=species:S:1:pos:R:3:lowdin_charge:R:1
C -0.493 0.217 0.546 -0.52
C 0.822 1.937 -0.227 -0.29
H 0.286 -2.209 -0.481 0.11
H 1.286 -0.823 -0.751 0.10
H 0.750 -0.328 1.945 0.21
H 0.852 3.140 -0.169 0.18
H -2.570 -1.364 -1.177 0.24
N 0.945 -1.513 0.035 0.01
N 0.274 -0.725 1.012 -0.06
N -1.564 0.065 -0.137 0.04
O -0.102 1.548 0.708 0.04
O 1.423 1.312 -1.085 0.06
O -1.908 -1.258 -0.219 -0.14
```

The calculation puts the HOMO-LUMO gap at 9.75 eV. The charge is 0. As for the SMILES: NN/C(=N\O)OC=O.

***

Top of the stability list: two, leading by 270.8 kJ/mol.

***

one | # C3H2N2OS

One molecule with the formula C3H2N2OS (wB97M-V/def2-TZVPD, the OMol25 dataset).

XYZ file:
```
9
Properties=species:S:1:pos:R:3:lowdin_charge:R:1
C 0.964 -0.332 0.788 -0.94
C -0.933 -0.857 -0.270 -0.16
C -0.050 1.218 -0.575 -0.13
H -1.742 -1.507 -0.446 0.13
H -0.122 2.089 -1.232 0.15
N -0.035 -1.226 0.479 0.09
N 0.980 0.869 0.108 0.08
O -1.129 0.411 -0.780 0.05
S 2.066 -0.664 1.928 0.72
```

The calculation puts the HOMO-LUMO gap at 8.06 eV. The charge is 0. As for the SMILES: S=c1ncocn1.

***

two | # C3H2N2OS

C3H2N2OS as an isolated structure (wB97M-V/def2-TZVPD, the OMol25 dataset).

XYZ file:
```
9
Properties=species:S:1:pos:R:3:lowdin_charge:R:1
C 1.314 0.321 0.091 -0.35
C -0.872 0.587 -0.177 -0.52
C 0.049 -0.489 -0.065 -0.38
H 1.799 0.154 1.077 0.11
H 1.974 0.215 -0.709 0.05
N -2.117 0.120 -0.190 0.09
N -0.586 -1.597 0.139 0.17
O -1.940 -1.190 -0.026 -0.11
S 0.380 1.879 -0.141 0.94
```

The calculation puts the HOMO-LUMO gap at 9.84 eV. The charge is 0.

***

three | # C3H2N2OS

One molecule with the formula C3H2N2OS (wB97M-V/def2-TZVPD, the OMol25 dataset).

XYZ file:
```
9
Properties=species:S:1:pos:R:3:lowdin_charge:R:1
C -1.311 0.758 0.017 -0.55
C -0.001 0.256 0.019 -0.38
C 0.442 -1.008 -0.018 -0.06
H -1.583 1.806 0.047 0.06
H -0.056 -1.939 0.074 0.12
N 2.174 0.337 -0.061 0.04
N 1.161 1.063 -0.028 0.09
O 1.775 -0.982 -0.007 0.00
S -2.600 -0.291 -0.042 0.68
```

The calculation puts the HOMO-LUMO gap at 7.98 eV. The charge is 0. As for the SMILES: S=Cc1conn1.

***

Top of the stability list: one, leading by 124.2 kJ/mol.

***

one | # ClH3N2S

ClH3N2S as an isolated structure (wB97M-V/def2-TZVPD, the OMol25 dataset).

XYZ file:
```
7
Properties=species:S:1:pos:R:3:lowdin_charge:R:1
N 0.010 1.065 0.968 -0.48
N 0.516 -1.034 -0.453 -0.33
S 0.015 0.600 -0.490 0.48
Cl -2.038 -0.075 -0.862 0.03
H -0.361 2.298 1.153 0.17
H 0.406 -1.613 0.467 0.11
H 1.451 -1.241 -0.783 0.03
```

The calculation puts the HOMO-LUMO gap at 9.58 eV. The charge is 0.

***

two | # ClH3N2S

One molecule with the formula ClH3N2S (wB97M-V/def2-TZVPD, the OMol25 dataset).

XYZ file:
```
7
Properties=species:S:1:pos:R:3:lowdin_charge:R:1
N 0.651 0.995 -0.229 -0.24
N 0.517 -1.352 0.242 -0.33
S -0.149 -0.318 -0.728 0.68
Cl -2.286 0.123 0.260 -0.14
H 0.463 1.930 -0.477 0.06
H 0.009 -2.190 0.229 -0.04
H 0.796 0.813 0.703 0.01
```

The calculation puts the HOMO-LUMO gap at 8.93 eV. The charge is 0.

***

three | # ClH3N2S

One molecule with the formula ClH3N2S (wB97M-V/def2-TZVPD, the OMol25 dataset).

XYZ file:
```
7
Properties=species:S:1:pos:R:3:lowdin_charge:R:1
N -1.036 -0.995 -0.039 -0.40
N 0.452 0.952 0.371 -0.31
S -0.307 -0.326 1.173 0.51
Cl -1.751 0.943 2.182 0.07
H -1.690 -1.813 0.082 0.02
H 1.213 0.632 -0.277 0.07
H -0.435 1.265 -0.148 0.05
```

The calculation puts the HOMO-LUMO gap at 9.43 eV. The charge is 0.

***

Top of the stability list: two, leading by 9.8 kJ/mol.

***

one | # CH2O2S3

CH2O2S3 as an isolated structure (wB97M-V/def2-TZVPD, the OMol25 dataset).

XYZ file:
```
8
Properties=species:S:1:pos:R:3:lowdin_charge:R:1
C 0.487 -0.305 0.065 -0.83
O -0.522 1.214 1.851 -0.38
O 1.896 1.434 1.550 -0.33
S 0.764 -1.296 2.095 0.53
S -1.017 -0.213 -0.759 0.75
S 0.697 0.643 1.512 0.16
H 1.297 -0.800 -0.581 0.08
H -1.676 0.881 0.033 0.01
```

The calculation puts the HOMO-LUMO gap at 8.62 eV. The charge is 0.

***

two | # CH2O2S3

A 2-piece molecular cluster, CH2O2S3 overall (wB97M-V/def2-TZVPD, the OMol25 dataset).

XYZ file:
```
8
Properties=species:S:1:pos:R:3:lowdin_charge:R:1
C -0.064 0.208 0.454 -1.22
O -0.519 -0.752 -2.048 -0.32
O 0.946 -2.091 -0.570 -0.33
S 1.405 0.840 -0.428 0.66
S -1.542 1.088 0.585 0.73
S 0.294 -0.863 -0.881 0.36
H 0.469 -0.700 1.957 0.23
H -0.990 2.270 0.930 -0.10
```

The calculation puts the HOMO-LUMO gap (alpha / beta) at 8.64 / 8.64 eV. The charge is 0.

***

Top of the stability list: one, leading by 209.4 kJ/mol.

***

one | # CH2O2S3

A 2-piece molecular cluster, CH2O2S3 overall (wB97M-V/def2-TZVPD, the OMol25 dataset).

XYZ file:
```
8
Properties=species:S:1:pos:R:3:lowdin_charge:R:1
C -0.320 -0.600 0.241 -1.18
O 0.389 1.964 -0.210 -0.30
O 2.171 0.331 0.267 -0.31
S -0.158 -0.115 1.971 0.67
S -1.761 -0.343 -0.771 0.66
S 0.843 0.746 0.331 0.36
H -0.058 -2.216 -0.023 0.22
H -1.107 0.232 -1.805 -0.11
```

The calculation puts the HOMO-LUMO gap at 8.71 eV. The charge is 0.

***

two | # CH2O2S3

One molecule with the formula CH2O2S3 (wB97M-V/def2-TZVPD, the OMol25 dataset).

XYZ file:
```
8
Properties=species:S:1:pos:R:3:lowdin_charge:R:1
C 0.060 0.005 -0.033 -0.96
O -0.732 0.025 0.816 0.05
O 0.396 1.033 -0.772 -0.53
S -0.690 2.310 -0.898 0.86
S 0.615 -2.835 0.542 0.31
S 1.236 -1.351 -0.598 0.48
H -0.290 2.994 0.271 -0.07
H -0.595 -2.181 0.671 -0.14
```

The calculation puts the HOMO-LUMO gap at 8.66 eV. The charge is 0. As for the SMILES: O=C(OS)SS.

***

Top of the stability list: two, leading by 329.1 kJ/mol.

***

one | # C4H8

A 2-piece molecular cluster, C4H8 overall (wB97M-V/def2-TZVPD, the OMol25 dataset).

XYZ file:
```
12
Properties=species:S:1:pos:R:3:lowdin_charge:R:1
C 2.541 -1.215 0.562 -0.28
C 1.856 -0.132 1.098 -0.29
H 2.695 -1.272 -0.516 -0.03
H 3.240 -1.806 1.203 -0.01
H 1.453 0.627 0.418 -0.02
H 1.852 0.102 2.133 -0.05
C -2.132 1.115 -1.183 -0.20
C -2.442 0.128 -0.369 -0.20
H -1.176 1.619 -1.204 0.01
H -2.875 1.549 -1.887 0.03
H -1.648 -0.289 0.253 0.01
H -3.364 -0.427 -0.507 0.02
```

The calculation puts the HOMO-LUMO gap (alpha / beta) at 2.90 / 8.84 eV. The charge is -1. As for the spin multiplicity: 2.

***

two | # C4H8

A 2-piece molecular cluster, C4H8 overall (wB97M-V/def2-TZVPD, the OMol25 dataset).

XYZ file:
```
12
Properties=species:S:1:pos:R:3:lowdin_charge:R:1
C 1.197 -0.384 0.440 -0.21
C 0.415 0.831 0.407 -0.55
C -0.736 0.097 0.977 -0.19
C 0.627 2.148 -0.035 -0.04
H 1.403 -0.698 1.509 0.02
H 0.841 -1.253 -0.119 -0.02
H -1.672 -2.877 -2.258 0.00
H -1.391 -0.340 0.168 0.00
H -0.727 -0.556 1.854 -0.02
H -0.220 2.808 -0.210 0.00
H -1.276 -2.227 -2.198 0.01
H 1.539 2.451 -0.535 0.00
```

The calculation puts the HOMO-LUMO gap (alpha / beta) at 4.72 / 7.00 eV. The charge is -1. As for the spin multiplicity: 2.

***

Top of the stability list: one, leading by 170.4 kJ/mol.